[1]
DFT (the ωB97M-V functional and the def2-TZVPD basis) results for a cluster of 7 separate species, C13H41N11O8 in total at a distorted geometry.

Geometry as XYZ:
```
73
Properties=species:S:1:pos:R:3:lowdin_charge:R:1
C 1.6324 -2.9244 2.2592 -0.112
O 0.5944 -2.7437 1.3385 -0.238
C -0.6552 -3.2717 1.7366 -0.212
C -1.4928 -3.6137 0.5135 -0.168
N -0.8319 -4.4254 -0.5270 -0.047
C -0.7983 -3.8762 -1.8688 -0.211
C -0.0828 -4.7620 -2.9649 -0.120
O 1.3687 -4.7846 -2.5851 -0.217
C 2.1246 -5.4004 -3.5651 -0.163
H 2.1923 -2.0269 2.5223 0.080
H 2.4222 -3.5038 1.7811 0.088
H 1.3815 -3.3307 3.2390 0.093
H -1.0736 -2.4678 2.3421 0.119
H -0.3970 -4.1306 2.3559 0.123
H -1.8185 -2.6623 0.0930 0.111
H -2.3363 -4.1341 0.9672 0.117
H 0.1378 -4.5672 -0.2828 0.096
H -0.5068 -2.8299 -1.9606 0.085
H -1.8682 -3.7751 -2.0507 0.120
H -0.3162 -4.4101 -3.9698 0.121
H -0.3954 -5.8033 -2.8873 0.117
H 2.0092 -5.1730 -4.6249 0.086
H 1.9229 -6.4713 -3.5435 0.086
H 3.1885 -5.2127 -3.4204 0.089
N 0.5615 4.5145 -0.3214 0.169
C 0.0356 5.0965 -1.3571 -0.871
N -0.2749 4.2824 -2.2930 0.188
O 0.0175 6.2773 -1.4203 0.052
H 0.4539 5.1150 0.4835 0.115
H 0.4965 3.5249 -0.1299 0.053
H -0.4563 3.2925 -2.2073 0.056
H -0.5503 4.8402 -3.0887 0.121
N 1.6600 -1.7692 -2.7679 0.185
C 1.3294 -0.5953 -3.2942 -0.695
N 2.3322 0.2542 -3.2081 0.179
O 0.2080 -0.2687 -3.7447 0.003
H 2.4017 -1.6973 -2.0861 0.113
H 1.0307 -2.5534 -2.8637 0.070
H 2.8678 -0.1649 -2.4614 0.095
H 2.2239 1.2488 -3.3466 0.132
N -2.3939 2.7692 2.4381 0.187
C -3.2415 1.9656 2.9731 -0.838
N -4.0894 2.5317 3.8314 0.168
O -3.1331 0.8354 2.8087 0.079
H -2.4968 3.7710 2.5155 0.126
H -1.5672 2.4036 1.9876 0.044
H -4.6095 1.8591 4.3767 0.112
H -4.3316 3.5084 3.7453 0.107
N 1.1678 0.3932 0.4080 0.160
C 0.2057 0.9933 1.1693 -0.630
N -0.6475 0.0332 1.5404 0.213
O -0.1057 2.1832 1.1078 -0.018
H 0.6926 -0.2690 -0.1885 0.092
H 1.8649 1.0118 0.0187 0.101
H -1.4425 0.2320 2.1307 0.076
H -0.2881 -0.9081 1.4697 0.061
N 2.4734 2.7762 3.0950 0.147
C 2.5723 3.8830 3.8525 -0.740
N 3.8220 3.8978 4.3252 0.137
O 1.7409 4.7290 4.0221 0.063
H 1.5829 2.4897 2.7143 0.075
H 3.3620 2.5357 2.6795 0.096
H 4.1588 4.6717 4.8799 0.115
H 4.4132 3.1124 4.0932 0.097
C -2.9514 2.0781 -0.8563 -0.047
C -2.1116 1.1010 -1.7195 -0.322
O -0.9151 1.6276 -2.1100 -0.106
H -2.2849 2.3989 -0.0557 0.040
H -3.7066 1.4673 -0.3617 0.074
H -3.4401 2.8909 -1.3935 0.078
H -2.6730 0.8134 -2.6084 0.116
H -1.9094 0.2078 -1.1283 0.097
H -0.4565 0.9089 -2.5514 0.031
```

Computed properties:
**Largest force on an atom**: 9.252 eV/A
**E_LUMO**: 0.05 eV
**Energy above the lowest of the compared OMol25 structures with the same formula, charge and spin**: 328.6 kJ/mol
**HOMO-LUMO gap**: 8.76 eV
**SMILES**: COCCNCCOC.NC(N)=O.NC(N)=O.NC(N)=O.NC(N)=O.NC(N)=O.CCO
**HOMO energy**: -0.32030 Eh
**Charge**: 0

[2]
DFT (the ωB97M-V functional and the def2-TZVPD basis) results for a structure of composition C13H42BClCoO11 at a distorted geometry.

Geometry as XYZ:
```
69
Properties=species:S:1:pos:R:3:lowdin_charge:R:1
Co 1.9659 -1.7478 0.0286 0.529
B -0.0014 -0.9713 0.4154 -0.471
H -1.1129 -0.7325 0.5663 0.001
H 0.4574 -0.1514 -0.2516 -0.005
H 0.5085 -0.9471 1.4526 0.021
H -0.0092 -2.0205 -0.0622 -0.028
Cl 1.5861 -4.1196 -0.0963 -0.111
C 3.0310 -0.4338 2.4195 -0.162
C 3.6119 0.3994 1.2589 -0.199
O 2.9518 0.1770 0.0271 -0.089
O 2.9020 -1.7868 1.9313 -0.123
H 2.0329 -0.0534 2.6369 0.114
H 3.6781 -0.3892 3.2911 0.134
H 4.6840 0.1922 1.2103 0.128
H 3.5070 1.4217 1.6389 0.123
H 3.3019 0.7528 -0.6581 0.123
H 3.2783 -2.4249 2.5430 0.123
C -3.0998 -3.2125 -0.4168 -0.211
C -3.2162 -2.8159 1.0808 -0.221
O -1.9196 -2.8339 1.6875 -0.124
O -3.4759 -4.5694 -0.6756 -0.083
H -2.0306 -3.1677 -0.6342 0.106
H -3.6494 -2.5780 -1.1049 0.112
H -3.7719 -3.5130 1.7060 0.116
H -3.6701 -1.8207 1.1346 0.099
H -1.4408 -2.0547 1.3264 -0.017
H -2.9683 -5.1491 -0.1004 0.082
C -1.5521 0.8716 -2.8437 -0.232
C -0.2097 1.0035 -3.5234 -0.202
O 0.9215 1.1882 -2.6577 -0.110
O -1.8171 -0.4686 -2.4903 -0.060
H -2.3300 1.1861 -3.5446 0.122
H -1.6634 1.4944 -1.9491 0.120
H -0.2127 1.8358 -4.2377 0.122
H -0.0446 0.1424 -4.1744 0.119
H 1.0334 2.1231 -2.4108 0.054
H -1.3132 -0.6533 -1.6849 0.045
C 2.1271 -2.1291 -3.3571 -0.201
C 3.4583 -1.8050 -4.0541 -0.241
O 4.5887 -2.0758 -3.2340 -0.064
O 1.8601 -1.3005 -2.2272 -0.136
H 2.2275 -3.1537 -3.0002 0.106
H 1.3775 -1.9897 -4.1358 0.123
H 3.4538 -0.7298 -4.2653 0.116
H 3.4701 -2.4230 -4.9549 0.121
H 5.3767 -1.9834 -3.7751 0.080
H 1.4594 -0.4821 -2.6107 0.056
C -0.1532 3.2400 0.3496 -0.242
C 1.2629 3.5103 -0.0868 -0.214
O 1.2284 3.6781 -1.5013 -0.080
O -0.2689 3.4469 1.7341 -0.067
H -0.3737 2.1892 0.1229 0.107
H -0.8176 3.8988 -0.2163 0.133
H 2.0071 2.7663 0.2187 0.102
H 1.6688 4.4327 0.3484 0.127
H 2.1123 3.8440 -1.8445 0.103
H -1.1823 3.3274 2.0401 0.041
C -2.3388 0.7963 2.4892 -0.062
C -3.2764 1.7735 3.1697 -0.436
C -3.1274 1.7770 4.6932 -0.059
O -2.8997 3.0953 2.7401 -0.076
H -2.4342 0.7159 1.4046 0.072
H -2.3817 -0.2168 2.8948 0.088
H -1.2722 1.0288 2.5846 0.082
H -4.3023 1.5827 2.8438 0.139
H -2.1339 1.9712 5.0958 0.087
H -3.4874 0.8625 5.1761 0.082
H -3.7865 2.5091 5.1769 0.075
H -3.3853 3.6700 3.3422 0.093
```

Computed properties:
**⟨S²⟩**: 3.756
**Largest force on an atom**: 2.038 eV/A
**E_LUMO (spin up / spin down)**: -0.24 / -0.24 eV
**Spin multiplicity**: 4
**HOMO-LUMO gap (spin up / spin down)**: 8.39 / 8.39 eV
**HOMO energy (spin up / spin down)**: -0.31696 / -0.31704 Eh
**Charge**: 0

[3]
DFT (the ωB97M-V functional and the def2-TZVPD basis) results for a cluster of 8 separate species, C13H42N6O8 in total at a distorted geometry.

Geometry as XYZ:
```
69
Properties=species:S:1:pos:R:3:lowdin_charge:R:1
C 1.4040 0.5197 -4.8234 -0.060
C 2.2978 1.4809 -3.9858 -0.343
O 2.1187 2.7793 -4.4908 -0.062
H 1.8291 0.5298 -5.8270 0.079
H 0.4075 0.9470 -4.7113 0.071
H 1.4736 -0.5362 -4.5620 0.051
H 3.3341 1.1541 -4.0725 0.105
H 2.1103 1.3502 -2.9200 0.080
H 2.7308 3.3575 -4.0298 0.089
C 5.1679 -2.4191 2.8349 -0.087
C 3.7284 -2.5482 3.2274 -0.305
O 2.9404 -1.5070 2.7048 -0.096
H 5.7757 -3.2484 3.1970 0.079
H 5.6024 -1.5718 3.3654 0.076
H 5.3469 -2.2261 1.7772 0.076
H 3.6493 -2.6153 4.3124 0.120
H 3.3015 -3.4348 2.7586 0.115
H 2.4777 -1.7553 1.9011 0.065
C -0.6471 1.0649 4.8242 -0.083
C 0.6724 0.7022 4.2496 -0.370
O 0.6532 -0.2644 3.2666 -0.095
H -1.2177 0.1889 5.1326 0.075
H -1.2340 1.5029 4.0169 0.065
H -0.4613 1.7374 5.6617 0.088
H 1.3815 0.3843 5.0139 0.124
H 1.1132 1.6033 3.8230 0.117
H 1.5163 -0.6826 3.3092 0.032
C -1.0996 3.8082 -0.3925 -0.065
C -0.9932 3.0721 -1.7335 -0.248
O -2.0775 2.1259 -1.6273 -0.135
H -2.0406 4.3420 -0.2597 0.081
H -0.3792 4.6260 -0.4093 0.086
H -1.0506 3.1739 0.4926 0.063
H -0.0322 2.5687 -1.8392 0.093
H -1.1559 3.6579 -2.6382 0.127
H -2.3478 1.7724 -2.4779 0.101
C -6.3207 0.8622 0.2086 -0.073
C -4.8348 1.1735 -0.1852 -0.302
O -4.4744 2.4959 0.2282 -0.072
H -6.4861 0.6091 1.2558 0.066
H -6.5819 -0.0151 -0.3831 0.064
H -7.0404 1.6035 -0.1388 0.078
H -4.7343 1.0804 -1.2665 0.105
H -4.2441 0.4147 0.3281 0.071
H -3.5357 2.5420 0.0325 0.027
C 0.5335 -0.0597 -0.2501 -0.734
O 1.5226 -0.5617 0.2538 0.046
N -0.3413 0.7306 0.3641 0.184
N 0.3167 -0.0958 -1.5153 0.205
H -1.0485 1.2305 -0.1555 0.059
H -0.0345 0.8921 1.3127 0.101
H -0.4803 0.4135 -1.8695 0.097
H 0.9671 -0.5793 -2.1181 0.075
C 2.4318 -2.5630 -2.8108 -0.833
O 1.3115 -2.5119 -2.4425 0.055
N 2.8815 -3.0908 -3.9053 0.178
N 3.4056 -2.0434 -2.1066 0.181
H 2.2148 -3.4342 -4.5819 0.125
H 3.8523 -3.3299 -4.0482 0.120
H 3.0946 -1.6161 -1.2459 0.095
H 4.2857 -1.8370 -2.5570 0.116
C -2.4772 -2.5633 1.3717 -0.531
O -1.4523 -3.2721 1.2092 0.354
N -3.7577 -2.9364 1.3022 0.227
N -2.3209 -1.3544 1.8064 0.280
H -4.4928 -2.2806 1.5251 0.135
H -3.9685 -3.9137 1.4457 0.144
H -3.0748 -0.7131 2.0076 0.143
H -1.4122 -0.9167 1.8596 0.103
```

Computed properties:
**⟨S²⟩**: 0.757
**Largest force on an atom**: 4.990 eV/A
**E_LUMO (spin up / spin down)**: -2.79 / -8.50 eV
**Spin multiplicity**: 2
**HOMO-LUMO gap (spin up / spin down)**: 9.31 / 3.50 eV
**HOMO energy (spin up / spin down)**: -0.44450 / -0.44127 Eh
**Charge**: +1

[4]
DFT (the ωB97M-V functional and the def2-TZVPD basis) results for a cluster of 9 separate species, C13H43F6NO9P in total at a distorted geometry.

Geometry as XYZ:
```
73
Properties=species:S:1:pos:R:3:lowdin_charge:R:1
P 1.3950 0.2344 0.5334 0.166
F 2.3498 1.2610 1.2258 -0.100
F 0.2790 1.4080 0.3757 -0.137
F 1.9316 0.6166 -0.9509 -0.166
F 0.3946 -0.7576 -0.2814 -0.158
F 2.5528 -0.8786 0.6003 -0.150
F 0.9746 -0.4417 1.9121 -0.115
C -4.2443 2.5498 -1.6233 -0.060
O -4.1566 1.5999 -0.5264 -0.183
C -2.8157 1.1791 -0.3107 -0.191
C -2.8202 0.3359 0.9612 -0.104
N -3.5361 -0.8838 0.6989 0.185
C -3.8414 -1.6055 1.9281 -0.112
C -4.9961 -2.5885 1.6448 -0.159
O -6.0001 -1.8508 0.8892 -0.142
C -6.9403 -2.7846 0.5361 -0.155
H -3.6848 2.2049 -2.4928 0.089
H -3.9652 3.5629 -1.3337 0.091
H -5.3083 2.5831 -1.8576 0.088
H -2.1940 2.0610 -0.1568 0.128
H -2.5325 0.5650 -1.1656 0.129
H -3.1514 0.7674 1.9058 0.148
H -1.7884 0.0051 1.0803 0.134
H -2.7837 -1.4823 0.3892 0.093
H -4.2445 -0.8950 2.6497 0.131
H -2.8607 -1.8822 2.3153 0.156
H -5.2615 -3.1073 2.5659 0.135
H -4.6165 -3.3285 0.9402 0.121
H -6.5387 -3.5706 -0.1034 0.096
H -7.8334 -2.3756 0.0637 0.097
H -7.4453 -3.2587 1.3777 0.092
C 3.7670 -1.2210 3.2019 -0.147
O 4.0025 0.2061 3.0372 -0.128
H 3.7813 -1.7900 2.2723 0.053
H 4.4386 -1.7767 3.8562 0.072
H 2.7503 -1.2633 3.5926 0.064
H 3.7212 0.3898 2.1379 0.015
C -0.6258 -3.8691 -0.0099 -0.077
O -1.4621 -2.6735 0.0866 -0.158
H -1.2005 -4.7937 -0.0637 0.086
H -0.0195 -3.7048 -0.9007 0.078
H 0.1979 -3.9085 0.7029 0.074
H -0.9135 -1.8904 0.0004 0.026
C 5.1281 0.6789 -2.4263 -0.191
O 3.7683 0.6481 -2.6971 -0.120
H 5.4436 -0.3495 -2.2499 0.072
H 5.7177 0.9998 -3.2851 0.075
H 5.5234 1.3166 -1.6356 0.077
H 3.3662 0.7696 -1.8339 0.010
C 0.7200 4.4907 1.9290 -0.189
O 1.6315 5.4613 2.3311 -0.104
H 0.2690 4.8739 1.0136 0.075
H 1.1185 3.5531 1.5415 0.047
H -0.0231 4.2446 2.6875 0.083
H 2.3112 5.5215 1.6559 0.062
C 2.8354 3.3725 -1.2425 -0.229
O 3.2297 4.5059 -0.6835 -0.071
H 3.3593 2.5357 -0.7806 0.071
H 1.7689 3.2777 -1.4466 0.082
H 3.2117 3.3737 -2.2655 0.085
H 4.0093 4.3493 -0.1456 0.101
C 3.4901 -3.5455 -0.5229 -0.132
O 4.3476 -4.7466 -0.4748 -0.137
H 3.0105 -3.3939 -1.4899 0.071
H 2.7179 -3.6722 0.2359 0.062
H 4.1678 -2.6941 -0.4612 0.072
H 3.7195 -5.4696 -0.5415 0.054
C 0.0694 0.9513 -3.4491 -0.181
O -0.6283 1.6353 -2.4851 -0.126
H 1.0780 1.3607 -3.5064 0.072
H 0.1834 -0.1012 -3.1895 0.080
H -0.2532 1.1145 -4.4774 0.081
H -0.0463 1.9899 -1.8089 0.041
```

Computed properties:
**⟨S²⟩**: 0.754
**Largest force on an atom**: 4.731 eV/A
**E_LUMO (spin up / spin down)**: 0.05 / -4.79 eV
**Spin multiplicity**: 2
**HOMO-LUMO gap (spin up / spin down)**: 9.35 / 4.51 eV
**HOMO energy (spin up / spin down)**: -0.34168 / -0.34168 Eh
**Charge**: 0